Run i
DFT (the ωB97M-V functional and the def2-TZVPD basis) results for 2 unconnected molecules or ions with the total composition C2H3O2S2.

Each line ends with the Löwdin charge.
CARTESIAN COORDINATES (ANGSTROEM)
C: -0.3700 1.6328 0.0547  -0.639
C: -0.0624 0.1583 0.1153  -0.142
O: -2.9263 0.9284 -0.5703  -0.555
O: -1.2803 2.0066 1.0488  -0.351
S: 2.0721 3.2503 -0.3639  -0.423
S: -1.9971 2.0924 -0.4360  0.912
H: 0.4968 0.2279 1.0489  0.072
H: -0.9414 -0.5082 0.1278  0.069
H: 0.6343 0.0284 -0.7022  0.057

As for the LUMO energy (spin up / spin down): 2.82 / 2.80 eV. The HOMO-LUMO gap (spin up / spin down) comes out at 6.487 / 6.492 eV. The value obtained for the molar mass is 123.18 g mol⁻¹. The total charge is -1.

Run ii
DFT (the ωB97M-V functional and the def2-TZVPD basis) results for a gas-phase ion, C2H3O2S2 (charge -1).

Each line ends with the Löwdin charge.
CARTESIAN COORDINATES (ANGSTROEM)
C: -0.0961 -0.1426 -0.0624  -0.537
C: 1.2471 -0.2673 0.5017  -0.815
O: 1.8144 1.8786 -0.9029  -0.602
O: 1.5739 1.9976 1.5527  -0.604
S: 0.9309 -1.3665 -0.8664  0.711
S: 2.3153 1.3154 0.4041  0.627
H: -0.9934 -0.4812 0.4751  0.063
H: -0.0934 0.9475 -0.3566  0.074
H: 1.7147 -0.7629 1.4337  0.082

As for the LUMO energy: 3.40 eV. The HOMO-LUMO gap comes out at 6.908 eV. The value obtained for the molar mass is 123.18 g mol⁻¹. The total charge is -1.

It is run i that is the least stable of them.

Run i
DFT (the ωB97M-V functional and the def2-TZVPD basis) results for C3H7N3 in the gas phase.

Each line ends with the Löwdin charge.
CARTESIAN COORDINATES (ANGSTROEM)
C: -0.9899 -0.0478 -0.2294  -0.581
C: 1.3956 -0.6559 -0.3851  -0.134
C: 1.2796 0.4349 0.5952  -0.130
H: -1.2350 1.8730 0.3310  0.089
H: -2.6139 0.8667 0.3631  0.095
H: -1.0554 -1.7919 -1.0576  0.047
H: 1.1046 -1.6800 -0.0501  0.119
H: 2.1478 -0.6630 -1.1665  0.101
H: 1.9027 1.3183 0.5324  0.103
H: 0.9488 0.1823 1.5888  0.110
N: -1.6111 0.9561 0.4827  0.115
N: -1.6119 -1.1173 -0.5090  0.120
N: 0.3382 0.3245 -0.4955  -0.053

As for the LUMO energy: 1.12 eV. The HOMO-LUMO gap comes out at 10.299 eV. The value obtained for the molar mass is 85.11 g mol⁻¹. As for the SMILES: [H]/N=C(/N)N1CC1.

Run ii
DFT (the ωB97M-V functional and the def2-TZVPD basis) results for 2 unconnected molecules or ions with the total composition C3H7N3.

Each line ends with the Löwdin charge.
CARTESIAN COORDINATES (ANGSTROEM)
C: -1.1707 -0.5087 0.1400  -0.065
C: -0.2209 0.6663 0.3903  -0.151
C: 0.2943 -0.4076 -0.5258  -0.420
N: 2.8726 -0.1673 0.1172  -0.089
N: 3.3568 0.9065 0.1278  0.120
N: 1.3237 -1.2634 -0.2572  0.055
H: -1.3477 -1.2627 0.8546  0.072
H: -2.0041 -0.3587 -0.4390  0.050
H: -0.4164 1.5663 -0.1619  0.085
H: 0.2292 0.7859 1.4226  0.116
H: 0.2267 -0.0551 -1.6003  0.142
H: 3.2658 -0.9664 0.5280  0.068
H: 1.3564 -1.6376 0.6178  0.017

As for the LUMO energy (spin up / spin down): 0.56 / 0.53 eV. The HOMO-LUMO gap (spin up / spin down) comes out at 8.540 / 8.424 eV. The value obtained for the molar mass is 85.11 g mol⁻¹.

Run iii
DFT (the ωB97M-V functional and the def2-TZVPD basis) results for C3H7N3 in the gas phase.

Each line ends with the Löwdin charge.
CARTESIAN COORDINATES (ANGSTROEM)
C: -0.1516 -0.6701 0.4751  -0.523
C: 0.9604 0.9841 -0.6216  -0.241
C: -0.5234 1.1629 -0.8952  -0.165
H: 0.2460 -1.8672 1.9266  0.009
H: 1.8855 -0.1230 0.8592  0.160
H: 1.4116 1.9981 -0.4354  0.128
H: 1.4452 0.5979 -1.5422  0.121
H: -0.9900 1.8354 -0.1517  0.118
H: -0.8170 1.4838 -1.8953  0.112
H: -1.8956 -0.4505 -0.4496  0.111
N: -0.4398 -1.6818 1.2267  0.097
N: 0.9521 0.1487 0.5016  0.029
N: -0.9406 -0.2291 -0.5941  0.044

As for the LUMO energy: 0.94 eV. The HOMO-LUMO gap comes out at 9.613 eV. The value obtained for the molar mass is 85.11 g mol⁻¹. As for the SMILES: N=C1NCCN1.

It is run ii that is the least stable of them.

Run i
DFT (the ωB97M-V functional and the def2-TZVPD basis) results for C3H7N3 in the gas phase.

Each line ends with the Löwdin charge.
CARTESIAN COORDINATES (ANGSTROEM)
C: -0.2490 -1.6857 -0.0493  -0.189
C: 1.6240 0.7651 0.4328  -0.140
C: -0.5741 -0.2319 0.1730  -0.446
N: -0.0915 -2.7092 -0.5317  0.142
N: -1.8149 0.1083 -0.5317  0.067
N: 0.5236 0.4409 -0.4454  -0.130
H: 1.9240 -0.2391 0.7074  0.059
H: 2.4978 1.2578 -0.2073  0.125
H: 1.3345 1.3234 1.3984  0.096
H: -0.6344 -0.1249 1.3312  0.164
H: -1.9490 -0.3934 -1.3816  0.074
H: -2.7026 0.1963 -0.0798  0.072
H: 0.1117 1.2925 -0.8159  0.106

As for the LUMO energy: 0.91 eV. The HOMO-LUMO gap comes out at 10.569 eV. The value obtained for the molar mass is 85.11 g mol⁻¹. As for the SMILES: CN[C@@H](N)C#N.

Run ii
DFT (the ωB97M-V functional and the def2-TZVPD basis) results for C3H7N3 in the gas phase.

Each line ends with the Löwdin charge.
CARTESIAN COORDINATES (ANGSTROEM)
C: -0.3474 -1.0970 -0.0360  -0.269
C: 1.8936 -0.1361 0.0365  -0.060
C: 0.8293 0.9514 0.2470  -0.196
H: -2.4090 1.3532 -0.5204  0.157
H: -0.4153 0.8614 -0.5037  0.002
H: -0.1773 -2.1607 0.0008  0.119
H: 2.1761 -0.7294 1.0381  0.152
H: 2.4778 -0.2629 -0.8678  0.099
H: 0.4667 0.8977 1.3182  0.135
H: 1.1546 2.0219 -0.0194  0.163
N: -1.4726 0.7935 -0.1159  -0.121
N: -1.5468 -0.5846 0.3117  -0.009
N: 0.5156 -0.2506 -0.4717  -0.174

As for the LUMO energy: 0.91 eV. The HOMO-LUMO gap comes out at 8.664 eV. The value obtained for the molar mass is 85.11 g mol⁻¹. As for the SMILES: N/N=C\N1CC1.

Run iii
DFT (the ωB97M-V functional and the def2-TZVPD basis) results for C3H7N3 in the gas phase.

Each line ends with the Löwdin charge.
CARTESIAN COORDINATES (ANGSTROEM)
C: 1.0392 -0.9524 -1.0148  -0.294
C: -1.6728 0.2231 0.2240  -0.209
C: -0.9975 1.3153 0.9750  -0.112
H: 3.0261 -1.4642 -0.8900  0.041
H: 0.2264 -1.3950 -1.6301  0.113
H: 1.3540 0.3611 0.4388  0.119
H: -2.5817 0.6164 -0.1533  0.102
H: -1.6446 -0.6985 0.7387  0.100
H: -1.0041 2.4261 0.8600  0.108
H: -0.2851 0.9018 1.8057  0.120
N: 2.2013 -1.3740 -1.5330  0.047
N: 0.7489 -0.4820 0.3255  0.042
N: -0.4100 0.5223 -0.1465  -0.177

As for the LUMO energy: 1.09 eV. The HOMO-LUMO gap comes out at 10.394 eV. The value obtained for the molar mass is 85.11 g mol⁻¹. As for the SMILES: [H]/N=C\NN1CC1.

It is run ii that is the least stable of them.

Run i
DFT (the ωB97M-V functional and the def2-TZVPD basis) results for 2 unconnected molecules or ions with the total composition C6H13N2O.

Each line ends with the Löwdin charge.
CARTESIAN COORDINATES (ANGSTROEM)
C: 1.3082 1.9113 1.0863  -0.078
C: 1.0562 -1.6232 -0.9533  -0.142
C: 0.8363 -0.3745 -1.7000  -0.207
C: 0.3325 -1.3472 0.4043  -0.161
C: -0.4823 0.0864 -1.2237  -0.218
C: -1.7573 -0.0845 0.9161  -0.029
N: 0.1990 2.4024 1.4305  0.293
N: -0.5077 -0.2132 0.1865  -0.233
O: 2.2711 1.2413 1.0608  0.320
H: 0.6216 -2.5426 -1.4885  0.152
H: 1.9946 -2.0012 -0.7584  0.085
H: 1.4982 0.3629 -1.3691  0.083
H: 0.9063 -0.6423 -2.7541  0.137
H: -0.3314 -2.0814 0.5681  0.077
H: 0.9505 -1.2031 1.3242  0.131
H: -0.4870 1.2216 -1.5357  0.145
H: -1.4073 -0.3697 -1.7569  0.154
H: -1.8475 -0.6655 1.7477  0.067
H: -1.8232 0.9695 1.3264  0.074
H: -2.6287 -0.2998 0.3417  0.096
H: -0.6924 1.9281 1.6571  0.130
H: -0.0098 3.3247 1.4900  0.125

As for the LUMO energy: -5.83 eV. The HOMO-LUMO gap comes out at 6.526 eV. The value obtained for the molar mass is 129.18 g mol⁻¹. The total charge is +1.

Run ii
DFT (the ωB97M-V functional and the def2-TZVPD basis) results for 2 unconnected molecules or ions with the total composition C6H13N2O.

Each line ends with the Löwdin charge.
CARTESIAN COORDINATES (ANGSTROEM)
C: -2.3803 -0.1621 -2.2299  -0.024
C: -2.3713 1.2090 -1.6444  -0.014
C: 2.3533 0.3711 2.3027  -0.190
C: 2.7302 1.7978 2.3519  -0.173
C: -0.1519 -2.3089 -1.0587  0.010
C: -0.4953 -0.0483 -0.4048  -0.080
N: -1.4630 0.2095 -1.2046  -0.002
N: 1.3695 1.4036 2.0398  -0.063
O: 0.1489 -1.1455 -0.2828  0.014
H: -3.1705 -0.8508 -1.9583  0.135
H: -1.9789 -0.3140 -3.2255  0.134
H: -1.9531 2.0283 -2.2156  0.137
H: -3.1513 1.4959 -0.9510  0.136
H: 2.6337 -0.2136 1.4371  0.090
H: 2.3000 -0.1907 3.2266  0.104
H: 2.9389 2.2538 3.3111  0.107
H: 3.2769 2.2271 1.5237  0.100
H: -1.0911 -2.7546 -0.7260  0.112
H: 0.6633 -3.0055 -0.8699  0.112
H: -0.1984 -2.0794 -2.1233  0.103
H: -0.1225 0.7387 0.2666  0.157
H: 0.7345 1.5544 2.8209  0.096

As for the LUMO energy: -3.39 eV. The HOMO-LUMO gap comes out at 9.253 eV. The value obtained for the molar mass is 129.18 g mol⁻¹. The total charge is +1.

It is run i that is the least stable of them.

Run i
DFT (the ωB97M-V functional and the def2-TZVPD basis) results for C5H6OS in the gas phase.

Each line ends with the Löwdin charge.
CARTESIAN COORDINATES (ANGSTROEM)
C: 1.2895 -0.8988 0.8482  -0.523
C: -0.2748 -0.2162 0.4688  -0.155
C: -0.3367 0.8734 -0.4741  -0.451
C: -1.3127 -1.2924 0.6907  -0.064
C: 0.9807 1.2447 -1.2204  0.003
O: -1.3848 1.5465 -0.6570  0.022
S: 2.3750 -0.9815 1.9431  0.759
H: -2.1194 -0.5921 1.0277  0.115
H: -1.0036 -1.8112 1.4785  0.020
H: -1.6157 -1.7786 -0.1983  0.079
H: 1.4129 0.3252 -1.3973  0.037
H: 0.6059 1.7310 -2.0721  0.070
H: 1.3835 1.8500 -0.4379  0.088

As for the LUMO energy (spin up / spin down): -1.08 / -0.93 eV. The HOMO-LUMO gap (spin up / spin down) comes out at 7.069 / 7.640 eV. The value obtained for the molar mass is 114.17 g mol⁻¹. As for the SMILES: CC(=O)C(C)=C=S.

Run ii
DFT (the ωB97M-V functional and the def2-TZVPD basis) results for C5H6OS in the gas phase.

Each line ends with the Löwdin charge.
CARTESIAN COORDINATES (ANGSTROEM)
C: 0.8854 -1.3413 -0.6828  -0.273
C: 0.2660 -0.4941 0.3211  -0.347
C: 0.8471 1.0041 -0.0565  -0.469
C: -1.7000 0.9966 0.4156  -0.385
C: -1.1225 -0.2165 0.2100  -0.280
H: 0.5466 -2.3009 -0.8010  0.102
H: 0.3853 -0.9079 1.5043  0.229
H: 0.8800 0.9662 -1.2867  0.140
H: 2.0151 1.0623 0.3885  0.154
H: -2.8432 1.2329 0.6601  0.129
H: -1.6970 -1.1010 0.0001  0.105
O: 1.9024 -1.0346 -1.2274  0.067
S: -0.3650 2.1341 0.5546  0.828

As for the LUMO energy: 0.50 eV. The HOMO-LUMO gap comes out at 8.638 eV. The value obtained for the molar mass is 114.17 g mol⁻¹. As for the SMILES: O=C[C@@H]1C=CSC1.

It is run i that is the least stable of them.

Run i
DFT (the ωB97M-V functional and the def2-TZVPD basis) results for C5H6OS in the gas phase.

Each line ends with the Löwdin charge.
CARTESIAN COORDINATES (ANGSTROEM)
C: 0.8452 -1.7094 -1.3769  -0.025
C: 0.6105 -0.3590 -1.2577  -0.219
C: -0.2704 0.0367 -0.1510  -0.757
C: -0.0839 -0.7010 1.0394  0.055
C: -1.0055 2.4317 0.9985  -0.605
H: 0.0914 -2.5747 -0.9504  0.126
H: 1.6175 -2.1239 -2.0485  0.049
H: 1.3972 0.3322 -1.7846  0.142
H: -0.6644 -0.4960 1.8384  0.016
H: 0.6687 -1.4535 1.0636  0.055
H: -0.3545 1.8739 1.8379  0.122
O: -1.6275 3.4247 1.1129  0.003
S: -1.2243 1.3183 -0.3217  1.039

As for the LUMO energy: 0.06 eV. The HOMO-LUMO gap comes out at 9.117 eV. The value obtained for the molar mass is 114.17 g mol⁻¹. As for the SMILES: C=CC(=C)SC=O.

Run ii
DFT (the ωB97M-V functional and the def2-TZVPD basis) results for C5H6OS in the gas phase.

Each line ends with the Löwdin charge.
CARTESIAN COORDINATES (ANGSTROEM)
C: 1.2631 0.2824 1.0832  -0.110
C: 0.1163 -0.0217 0.1672  -0.782
C: -0.8868 1.1511 0.1777  -0.285
C: -0.6747 -1.2212 0.5119  -0.168
C: -1.2494 -2.1999 0.8762  0.142
H: 1.7323 1.2486 0.8927  0.090
H: 1.9962 -0.5082 1.0042  0.079
H: 0.8527 0.2870 2.1105  0.106
H: 0.0458 -1.2233 -1.9885  -0.136
H: -1.8656 0.8788 -0.2607  0.132
H: -1.7442 -3.0962 1.2180  0.045
O: -0.6405 2.2069 0.6642  0.086
S: 0.7935 -0.1991 -1.5742  0.800

As for the LUMO energy: 0.53 eV. The HOMO-LUMO gap comes out at 10.082 eV. The value obtained for the molar mass is 114.17 g mol⁻¹. As for the SMILES: C#C[C@@](C)(S)C=O.

It is run i that is the least stable of them.